9
Properties=species:S:1:pos:R:3:forces:R:3:lowdin_charge:R:1 method="wB97M-V/def2-TZVPD" e_tot_ha=-246.180802 homo_lumo_gap_ev="7.9 / 7.8" max_force_ha_per_bohr=0.1066 charge=+1
C 0.198 1.290 0.268 -1.65 -5.17 -0.78 -0.03
C 1.251 1.296 -0.714 -0.09 -3.44 -1.25 0.43
C -0.007 -0.945 -0.396 -2.91 -0.17 -1.36 -0.31
N -0.519 0.137 0.421 0.38 2.16 1.22 0.15
O 0.979 -0.553 -1.163 0.48 4.24 0.79 0.00
H -0.019 2.018 0.952 -0.33 2.31 1.35 0.11
H 0.225 -1.692 0.290 1.09 -1.70 1.91 0.15
H -0.868 -1.623 -0.923 1.30 1.94 0.55 0.25
H -1.241 0.072 1.265 1.72 -0.17 -2.42 0.26



53
Properties=species:S:1:pos:R:3:forces:R:3:lowdin_charge:R:1 method="wB97M-V/def2-TZVPD" e_tot_ha=-16514.660859 homo_lumo_gap_ev=6.9 max_force_ha_per_bohr=0.0037 charge=+1
Sr -0.588 -0.589 -2.026 -0.06 0.07 -0.10 1.26
C -4.510 2.009 -2.638 0.00 0.01 -0.01 0.01
C -3.105 1.815 -2.180 0.03 0.04 -0.01 -0.42
O -2.388 0.954 -2.692 0.06 0.02 0.02 -0.12
C -2.657 2.651 -1.054 -0.08 -0.01 0.03 0.00
C -1.412 2.724 -0.568 0.05 -0.06 -0.10 -0.29
C -1.001 3.422 0.679 -0.04 0.00 0.02 0.01
N -0.352 2.019 -1.234 -0.07 0.04 0.07 0.03
N 0.535 2.751 -1.673 -0.04 -0.03 0.01 0.17
C 1.566 1.960 -2.358 0.16 -0.07 -0.07 -0.35
O 1.260 0.891 -2.861 -0.02 0.00 0.05 -0.07
C 2.887 2.553 -2.382 -0.08 -0.04 0.01 -0.16
C 3.945 1.797 -2.903 0.01 0.01 0.00 0.01
C 5.220 2.320 -2.906 -0.02 0.01 0.01 -0.04
C 5.444 3.596 -2.393 0.03 0.00 -0.01 -0.03
C 4.399 4.352 -1.879 -0.05 -0.01 0.01 -0.05
C 3.115 3.835 -1.870 0.04 0.06 0.01 -0.01
H -4.720 1.392 -3.507 0.00 0.00 0.00 0.10
H -4.689 3.062 -2.862 0.00 0.00 0.00 0.11
H -5.186 1.740 -1.822 0.00 0.00 0.00 0.11
H -3.428 3.220 -0.550 0.03 0.00 0.03 0.13
H -1.841 3.953 1.118 0.01 0.01 0.00 0.10
H -0.184 4.114 0.473 0.00 0.01 -0.01 0.09
H -0.640 2.676 1.393 0.01 0.02 0.00 0.08
H 3.750 0.808 -3.293 -0.01 0.00 0.00 0.12
H 6.043 1.742 -3.304 0.01 0.01 0.00 0.12
H 6.445 4.005 -2.397 0.00 -0.01 0.00 0.12
H 4.585 5.343 -1.490 0.01 0.00 0.00 0.12
H 2.295 4.423 -1.486 0.00 -0.01 0.00 0.11
Br 1.597 -1.179 0.047 0.00 0.01 -0.01 0.84
B 0.410 -2.288 1.187 -0.01 0.01 -0.04 -0.86
B 1.021 -2.989 2.676 0.02 -0.03 0.01 -0.25
C 0.104 -4.403 2.848 -0.02 0.01 0.00 0.06
B 0.631 -4.032 1.284 0.01 0.00 -0.01 -0.25
B -0.964 -4.767 1.579 0.01 -0.02 0.01 -0.24
B -1.556 -4.179 3.149 0.02 -0.03 0.01 -0.23
B -0.331 -3.078 3.825 0.01 -0.03 0.02 -0.23
B -0.175 -1.683 2.751 -0.01 0.04 -0.01 -0.90
Br 0.279 0.113 3.351 0.00 -0.01 0.01 0.86
B -1.783 -2.426 3.052 -0.02 0.02 0.03 -0.91
Br -3.163 -1.476 4.022 0.00 0.00 0.01 0.89
B -2.180 -3.479 1.649 -0.03 0.01 -0.02 -0.91
Br -3.994 -3.725 1.013 -0.01 0.00 0.00 0.88
B -0.815 -3.377 0.511 0.05 -0.04 -0.08 -0.85
Br -1.107 -3.568 -1.452 0.02 -0.05 0.11 0.82
B -1.317 -1.942 1.414 0.06 -0.03 0.03 -0.93
Br -2.210 -0.415 0.565 -0.08 0.11 -0.07 0.89
H 2.134 -2.914 3.052 0.00 0.00 0.00 0.17
H 0.582 -5.238 3.336 0.00 0.00 0.00 0.19
H 1.478 -4.640 0.736 0.00 0.00 0.01 0.17
H -1.166 -5.873 1.230 0.00 0.00 0.01 0.17
H -2.150 -4.906 3.858 0.00 0.00 0.00 0.17
H -0.113 -3.073 4.982 0.00 -0.01 0.00 0.17



18
Properties=species:S:1:pos:R:3:forces:R:3:lowdin_charge:R:1 method="wB97M-V/def2-TZVPD" e_tot_ha=-551.152086 homo_lumo_gap_ev=7.5 max_force_ha_per_bohr=0.1297
C -2.036 1.008 0.346 -4.32 0.09 -2.40 -0.07
C -0.833 0.261 -0.127 -2.27 0.35 1.43 -0.24
C -0.617 -1.094 -0.189 4.52 -0.22 0.93 0.01
C 0.801 -1.402 0.035 0.54 -1.10 -0.43 0.04
C 1.873 -0.399 -0.064 -1.60 -6.12 1.73 -0.36
C 1.538 0.894 -0.084 2.64 1.07 -0.52 -0.26
C 0.209 1.093 -0.102 1.71 6.21 -1.72 -0.05
H -4.339 -0.930 -0.586 2.72 2.38 1.72 0.18
H -1.900 2.080 0.518 0.07 -0.52 0.45 0.11
H -1.437 -1.664 -0.467 -0.93 -1.81 0.41 0.08
H 1.420 -2.508 0.371 -2.67 2.79 -1.37 0.16
H 2.941 -2.005 0.951 0.74 4.32 -3.80 0.32
H 3.386 1.369 -0.076 -1.10 0.97 -0.08 0.12
H 0.105 2.176 -0.441 -0.84 -0.97 1.31 0.17
N -3.348 0.725 0.211 3.52 1.08 0.71 -0.02
O -3.416 -0.557 -0.206 -2.49 -3.61 -1.95 -0.15
O 3.110 -0.943 0.052 0.24 -2.95 3.49 -0.08
O 2.541 1.897 -0.142 -0.51 -1.94 0.09 0.05



117
Properties=species:S:1:pos:R:3:forces:R:3:lowdin_charge:R:1 method="wB97M-V/def2-TZVPD" e_tot_ha=-5258.321398 homo_lumo_gap_ev=4.7 max_force_ha_per_bohr=0.0327 charge=-2
Cs -1.380 0.066 -0.351 -0.11 -0.05 -0.12 0.71
C -4.177 1.299 2.505 -0.31 -0.01 -0.15 -0.06
C -3.305 1.236 3.754 -0.32 0.30 -0.10 -0.36
C -3.548 2.479 4.647 -0.21 -0.82 -0.19 -0.06
C -1.855 1.098 3.349 -0.23 -0.16 0.24 -0.20
C -1.113 2.174 2.902 0.28 0.27 -0.19 0.00
C 0.239 2.051 2.610 0.48 0.17 0.21 -0.13
C 1.043 3.328 2.389 0.22 -0.01 -0.49 -0.38
C 0.348 4.399 1.531 0.03 -0.30 0.01 -0.07
C 1.478 3.954 3.713 -0.23 0.16 0.01 -0.05
C 0.910 0.804 2.746 -0.58 0.15 0.04 -0.09
C 0.160 -0.291 3.227 0.14 0.50 -0.38 -0.13
C -1.211 -0.114 3.456 0.26 -0.68 0.20 0.00
C 0.661 -1.650 3.678 0.16 -0.51 0.18 -0.35
C 1.894 -2.311 3.055 -0.29 0.09 -0.03 -0.06
C 0.868 -1.665 5.199 0.09 0.08 0.14 -0.06
C 2.411 0.711 2.634 -0.14 0.16 -0.19 -0.17
C 3.067 0.798 3.861 -0.02 0.00 0.35 -0.07
C 4.431 0.652 4.003 0.25 -0.03 0.12 -0.08
C 5.188 0.352 2.882 0.18 0.05 0.16 -0.08
C 4.563 0.322 1.651 0.07 -0.19 -0.04 -0.12
C 3.198 0.546 1.471 -0.10 0.02 0.00 -0.28
P 2.544 0.695 -0.267 -0.09 -0.02 0.02 1.17
C 3.528 2.171 -0.979 0.06 0.03 -0.05 -0.67
C 5.044 2.270 -0.704 -0.54 -0.24 -0.06 -0.09
C 3.270 2.158 -2.501 -0.02 0.20 0.08 -0.11
C 2.896 3.467 -0.430 0.21 -0.46 -0.51 -0.11
C 3.163 -0.866 -1.195 0.27 0.38 0.25 -0.67
C 4.622 -0.909 -1.677 -0.09 -0.54 0.20 -0.10
C 2.936 -2.062 -0.270 0.14 -0.18 -0.52 -0.12
C 2.241 -1.029 -2.417 0.23 -0.21 0.27 -0.10
H -5.233 1.467 2.758 0.16 -0.07 0.04 0.08
H -4.122 0.349 1.963 0.01 0.15 -0.04 0.07
H -3.862 2.122 1.862 0.03 -0.03 -0.16 0.06
H -3.605 0.329 4.294 0.21 0.15 0.11 0.14
H -3.296 3.394 4.116 -0.03 0.09 0.02 0.07
H -2.948 2.397 5.552 0.06 0.17 0.12 0.07
H -4.612 2.512 4.926 0.30 0.09 -0.05 0.08
H -1.588 3.144 2.790 0.08 -0.07 0.00 0.11
H 1.965 3.035 1.893 -0.09 -0.06 -0.07 0.08
H -0.540 4.768 2.055 0.08 0.11 -0.24 0.07
H 0.025 3.999 0.558 -0.01 0.18 0.36 0.06
H 1.026 5.253 1.362 -0.22 -0.30 0.06 0.08
H 0.590 4.259 4.269 0.00 0.02 0.15 0.08
H 2.069 4.858 3.505 -0.01 -0.24 0.16 0.08
H 2.054 3.257 4.324 0.02 0.11 0.00 0.06
H -1.758 -1.011 3.743 -0.12 0.24 0.02 0.11
H -0.183 -2.316 3.470 0.03 -0.04 -0.04 0.12
H 2.828 -1.849 3.387 -0.02 -0.04 -0.11 0.07
H 1.840 -2.306 1.973 0.11 0.04 0.08 0.02
H 1.887 -3.359 3.381 0.13 0.13 -0.06 0.09
H 1.717 -1.022 5.484 -0.21 -0.25 -0.05 0.07
H 1.077 -2.693 5.528 0.02 0.23 -0.01 0.08
H -0.015 -1.313 5.729 -0.08 0.04 0.03 0.08
H 2.465 0.964 4.747 -0.03 0.05 -0.05 0.12
H 4.896 0.764 4.981 -0.09 -0.11 -0.15 0.10
H 6.258 0.166 2.954 -0.16 0.06 0.01 0.10
H 5.159 0.098 0.787 0.14 0.06 -0.13 0.07
H 5.574 1.372 -1.002 0.13 -0.04 -0.03 0.05
H 5.237 2.455 0.355 0.03 0.05 -0.11 0.07
H 5.431 3.101 -1.294 0.12 0.16 0.01 0.08
H 3.793 1.364 -3.035 -0.05 0.05 0.11 0.06
H 3.620 3.111 -2.916 -0.05 -0.04 0.01 0.08
H 2.200 2.073 -2.721 0.13 0.03 0.03 0.09
H 3.140 3.585 0.620 -0.14 0.07 0.14 0.07
H 1.819 3.472 -0.605 0.07 0.09 0.23 0.07
H 3.332 4.320 -0.957 0.00 0.03 -0.07 0.09
H 5.349 -0.882 -0.855 -0.18 0.08 -0.25 0.06
H 4.855 -0.148 -2.411 0.11 0.15 -0.03 0.05
H 4.760 -1.882 -2.171 0.02 0.13 0.02 0.09
H 3.645 -2.110 0.559 -0.08 0.13 0.02 0.08
H 3.064 -2.974 -0.875 -0.06 0.11 0.16 0.10
H 1.914 -2.066 0.099 0.16 0.06 0.04 -0.01
H 2.307 -0.196 -3.103 -0.06 0.21 -0.15 0.06
H 1.200 -1.159 -2.132 -0.11 -0.01 -0.01 0.05
H 2.550 -1.923 -2.961 -0.08 -0.10 -0.04 0.09
N -5.237 -2.512 0.190 -0.79 0.23 0.24 -0.01
N -4.608 -2.423 1.471 -0.15 -0.54 -0.35 -0.04
C -3.193 -2.607 1.395 0.29 0.22 0.37 -0.81
O -2.573 -2.774 2.455 0.00 -0.22 0.86 -0.05
O -2.703 -2.529 0.254 0.48 0.35 -0.92 -0.23
H -5.272 -1.565 -0.178 -0.06 -0.12 0.04 0.06
H -4.599 -2.996 -0.433 0.14 -0.04 -0.02 0.04
H -5.013 -3.115 2.099 0.11 0.36 -0.11 0.10
O -0.342 -4.190 0.185 0.60 1.10 0.17 0.08
C -0.039 -3.104 0.314 -0.92 -1.40 -0.13 0.01
Se -3.317 5.832 0.055 -0.06 0.31 0.09 0.29
C -2.786 4.124 -0.145 0.17 -0.60 -0.04 -1.05
N -2.435 3.017 -0.253 -0.04 0.24 0.01 -0.07
C -2.098 -4.245 -5.859 -0.17 0.12 -0.79 -0.22
Si -1.752 -3.291 -4.245 0.50 0.40 -0.02 0.31
C -3.070 -3.932 -3.073 0.20 0.13 0.47 -0.19
C -0.093 -4.053 -3.746 0.21 -0.49 0.24 -0.21
C -1.550 -1.491 -4.298 -0.61 -0.26 0.01 -0.37
Si -2.901 -0.384 -4.774 0.50 0.06 0.06 0.31
C -2.278 1.402 -4.760 -0.10 0.14 0.00 -0.21
C -3.607 -0.583 -6.537 -0.18 0.13 0.03 -0.22
C -4.411 -0.394 -3.624 -0.07 -0.29 0.13 -0.19
H -2.143 -5.329 -5.731 0.05 -0.13 0.19 0.00
H -1.320 -4.048 -6.615 -0.09 0.02 0.22 0.01
H -3.047 -3.957 -6.338 0.10 0.06 0.17 0.00
H -3.068 -5.020 -3.026 0.04 -0.21 -0.06 0.02
H -4.064 -3.622 -3.379 -0.26 0.11 -0.04 0.01
H -2.879 -3.558 -2.058 -0.13 0.00 -0.16 0.01
H -0.095 -5.158 -3.787 -0.01 0.35 0.02 0.02
H 0.201 -3.754 -2.732 -0.03 -0.02 -0.16 0.00
H 0.674 -3.696 -4.443 0.01 0.00 0.05 0.01
H -0.576 -1.189 -4.708 -0.09 0.00 0.03 -0.05
H -1.383 1.482 -5.384 0.11 0.02 0.11 0.01
H -2.042 1.712 -3.736 0.10 0.01 -0.15 0.01
H -3.006 2.115 -5.155 -0.09 0.02 0.01 0.02
H -2.811 -0.407 -7.264 0.04 -0.02 -0.05 0.01
H -4.417 0.131 -6.737 0.05 -0.01 0.00 0.01
H -3.999 -1.585 -6.715 -0.01 -0.14 0.00 0.00
H -4.186 0.193 -2.717 -0.17 -0.17 -0.24 0.02
H -4.651 -1.421 -3.316 0.05 0.20 0.05 0.00
H -5.312 0.011 -4.107 0.20 0.09 0.12 0.02